C34H48N3O2SSc | wB97M-V/def2-TZVPD

Properties
Gap between HOMO and LUMO (alpha / beta) ... 5.465 / 5.465 eV
E_tot ... -2797.7129 a.u.
HOMO energy (alpha / beta) ... -13.287 / -13.288 eV
Charge ... +2

Each line ends with the Löwdin charge.
CARTESIAN COORDINATES (ANGSTROEM)
Sc: -0.477 0.052 -0.007  1.0690
C: -1.836 -5.247 -5.642  -0.0535
C: -1.028 -3.952 -5.539  -0.5506
C: 0.440 -4.264 -5.853  -0.0330
C: -1.573 -2.952 -6.570  -0.0315
C: -1.117 -3.320 -4.146  -0.1198
C: -0.422 -2.182 -3.857  0.0639
C: -0.515 -1.604 -2.565  -0.1303
N: 0.155 -0.531 -2.072  0.1033
C: 1.067 0.282 -2.606  -0.1227
C: 1.698 0.210 -3.888  0.0668
C: 2.469 1.239 -4.302  -0.1179
C: 2.610 2.391 -3.434  0.1084
C: 2.121 2.511 -2.165  -0.0662
C: 1.396 1.387 -1.704  -0.1912
O: 0.935 1.297 -0.495  -0.1383
C: 2.378 3.726 -1.271  -0.5307
C: 3.152 4.809 -2.027  -0.0506
C: 3.217 3.305 -0.056  -0.0257
C: 1.041 4.327 -0.815  -0.0266
C: 3.206 1.261 -5.633  -0.5535
C: 2.964 -0.018 -6.430  -0.0544
C: 4.712 1.410 -5.362  -0.0249
C: 2.712 2.462 -6.457  -0.0263
C: -1.425 -2.167 -1.590  -0.1969
O: -1.529 -1.496 -0.455  -0.1668
C: -2.130 -3.343 -1.860  -0.0672
C: -1.931 -3.872 -3.122  0.0887
C: -3.073 -4.089 -0.899  -0.5265
C: -4.421 -4.327 -1.599  -0.0327
C: -2.430 -5.440 -0.559  -0.0296
C: -3.366 -3.357 0.416  -0.0530
H: -1.717 -5.659 -6.644  0.0963
H: -2.905 -5.085 -5.484  0.0930
H: -1.492 -6.009 -4.938  0.0942
H: 0.520 -4.710 -6.846  0.0966
H: 0.861 -4.968 -5.133  0.0969
H: 1.056 -3.362 -5.850  0.0725
H: -1.569 -3.407 -7.562  0.0960
H: -0.960 -2.048 -6.620  0.0790
H: -2.598 -2.656 -6.340  0.0964
H: 0.171 -1.720 -4.626  0.0941
H: 1.595 -0.664 -4.502  0.0855
H: 3.180 3.220 -3.829  0.1061
H: 4.146 4.473 -2.332  0.0948
H: 3.291 5.664 -1.365  0.0979
H: 2.616 5.165 -2.910  0.0975
H: 4.176 2.887 -0.371  0.0981
H: 2.708 2.572 0.570  0.0749
H: 3.424 4.184 0.557  0.0967
H: 0.441 4.641 -1.672  0.0996
H: 1.232 5.210 -0.203  0.0976
H: 0.460 3.628 -0.213  0.0518
H: 3.307 -0.907 -5.896  0.0929
H: 3.517 0.031 -7.368  0.0981
H: 1.908 -0.145 -6.685  0.0896
H: 5.097 0.579 -4.767  0.0975
H: 4.945 2.341 -4.841  0.0833
H: 5.253 1.425 -6.310  0.0987
H: 1.634 2.420 -6.622  0.0971
H: 3.201 2.457 -7.432  0.0984
H: 2.950 3.415 -5.982  0.0836
H: -2.467 -4.781 -3.360  0.1031
H: -4.332 -4.960 -2.482  0.0824
H: -4.885 -3.385 -1.899  0.0991
H: -5.099 -4.833 -0.911  0.0952
H: -2.262 -6.048 -1.450  0.0879
H: -3.084 -6.006 0.107  0.0961
H: -1.467 -5.307 -0.059  0.0916
H: -3.815 -2.377 0.258  0.0904
H: -2.469 -3.230 1.023  0.0625
H: -4.074 -3.964 0.983  0.0941
C: -3.216 0.561 5.779  0.0275
C: -2.469 0.189 4.543  -0.2078
C: -1.726 -0.949 4.391  0.0592
C: -1.022 -1.142 3.200  -0.2474
N: -1.071 -0.236 2.220  0.0189
C: -1.839 0.871 2.336  -0.7564
S: -1.952 1.963 1.044  0.7668
N: -2.507 1.059 3.500  0.1440
C: -0.195 -2.367 3.001  0.0156
H: -3.567 -0.334 6.288  0.1058
H: -4.067 1.205 5.561  0.1014
H: -2.542 1.095 6.452  0.1172
H: -1.678 -1.678 5.186  0.1470
H: -3.076 1.896 3.574  0.1703
H: -0.840 -3.247 3.031  0.1073
H: 0.529 -2.467 3.810  0.1107
H: 0.332 -2.359 2.050  0.0830

C34H48N6O12 | wB97M-V/def2-TZVPD

Properties
Gap between HOMO and LUMO ... 4.395 eV
E_tot ... -2554.7659 a.u.
HOMO energy ... -7.753 eV
Charge ... 0
ΔE to the lowest compared entry with this formula, charge and spin ... 0.0 kcal/mol

Each line ends with the Löwdin charge.
CARTESIAN COORDINATES (ANGSTROEM)
C: -5.602 -2.226 -1.005  -0.0270
C: -4.311 -1.507 -0.817  -0.4141
C: -4.430 -0.041 -1.337  -0.1377
C: -5.066 0.822 -0.359  -0.2065
C: -4.358 0.920 0.990  -0.0816
C: -4.133 -0.563 1.555  -0.4109
N: -3.820 -1.554 0.603  0.0464
O: -3.388 -2.640 1.022  0.2114
C: -5.485 -0.839 2.312  0.0231
C: -2.923 -0.472 2.573  0.0269
C: -3.324 -2.280 -1.743  0.0009
H: -6.054 -1.931 -1.967  0.1150
H: -6.247 -1.991 -0.035  0.1104
H: -5.504 -3.354 -0.777  0.1225
H: -4.821 0.114 -2.400  0.1809
H: -3.550 0.351 -1.338  0.0389
H: -6.220 0.402 -0.401  0.1566
H: -5.199 1.918 -0.493  0.1345
H: -4.559 1.699 1.586  0.0866
H: -3.366 1.033 0.529  0.1244
H: -5.642 0.030 3.137  0.1702
H: -5.537 -1.842 2.550  0.0596
H: -6.238 -0.639 1.602  0.0392
H: -2.828 -1.395 3.177  0.1016
H: -3.089 0.414 3.179  0.1005
H: -2.091 -0.365 2.033  0.0240
H: -3.494 -2.505 -2.699  0.0496
H: -3.140 -3.385 -1.333  0.1324
H: -2.405 -1.808 -1.679  0.0394
C: -0.421 0.683 -0.909  -0.8680
O: -1.035 1.555 -1.438  0.0262
O: 0.869 1.061 -0.703  0.0869
O: -0.813 -0.427 -0.501  -0.0432
H: 1.126 1.794 -0.992  -0.0912
C: 3.007 -1.891 -2.892  -0.0600
C: 3.001 -2.113 -1.338  -0.0508
C: 3.787 -3.107 -0.654  0.0289
C: 4.730 -3.957 -1.633  -0.0936
C: 4.640 -3.785 -3.130  0.0681
C: 3.678 -2.751 -3.710  -0.0893
N: 5.311 -5.136 -1.036  -0.3013
O: 5.348 -5.184 0.279  -0.0057
O: 6.236 -5.596 -1.711  0.0501
H: 2.401 -1.081 -3.355  0.1097
H: 2.244 -1.501 -0.768  0.0873
H: 3.760 -3.492 0.454  0.1217
H: 5.252 -4.481 -3.592  0.0589
H: 3.644 -2.587 -4.764  0.0796
C: 2.033 3.145 3.105  -0.0643
C: 1.393 1.947 2.271  0.0294
C: 1.874 0.572 2.550  0.0106
C: 3.001 0.275 3.432  -0.1217
C: 3.689 1.405 4.147  0.0992
C: 3.132 2.897 3.913  -0.0637
N: 3.572 -1.076 3.614  -0.2596
O: 4.568 -1.261 4.501  -0.0073
O: 3.286 -1.931 2.728  0.0367
H: 1.811 4.227 2.771  0.0970
H: 0.539 2.058 1.700  0.0387
H: 1.251 -0.213 2.171  0.0753
H: 4.394 1.246 4.871  0.0474
H: 3.659 3.742 4.342  0.0775
C: 0.415 -3.208 0.738  -0.0241
C: 0.117 -3.437 -0.753  -0.0170
C: -0.309 -4.810 -1.191  0.0454
C: -0.288 -6.030 -0.220  -0.1124
C: -0.143 -5.747 1.248  0.0470
C: 0.206 -4.306 1.697  -0.0284
N: -0.548 -7.411 -0.636  -0.2915
O: -0.362 -7.888 -1.836  0.0164
O: -1.090 -8.125 0.287  0.0046
H: 0.768 -2.356 1.278  0.0552
H: 0.218 -2.796 -1.507  0.0203
H: -0.573 -5.135 -2.181  0.0785
H: -0.185 -6.633 1.926  0.1009
H: 0.367 -4.091 2.708  0.0571
C: 3.647 2.985 -2.251  -0.3378
O: 2.444 2.831 -1.869  -0.0220
N: 4.098 4.091 -2.588  -0.1762
C: 5.567 4.331 -2.671  0.0060
C: 3.282 5.241 -2.974  -0.0356
H: 4.387 2.276 -2.072  0.1227
H: 5.774 5.195 -2.132  0.0608
H: 5.773 4.713 -3.708  0.1137
H: 6.030 3.474 -2.285  0.0740
H: 3.819 6.069 -2.691  0.0289
H: 2.312 5.524 -2.257  0.1401
H: 2.908 5.232 -4.081  0.1319
C: -2.040 4.321 0.458  -0.2996
O: -3.306 4.154 0.432  -0.0498
N: -1.480 5.492 0.664  -0.1354
C: -0.036 5.631 0.470  -0.0511
C: -2.207 6.791 0.987  0.0024
H: -1.390 3.548 0.505  0.0855
H: 0.456 5.743 1.416  0.0664
H: 0.244 6.536 0.062  0.0412
H: 0.385 4.910 -0.373  0.1460
H: -2.089 7.353 1.813  0.0360
H: -3.301 6.756 1.248  0.1106
H: -2.016 7.371 0.151  0.0627

C34H48N6O23S | wB97M-V/def2-TZVPD

Properties
Gap between HOMO and LUMO ... 7.988 eV
E_tot ... -3781.7251 a.u.
HOMO energy ... -7.942 eV
Charge ... 0

Each line ends with the Löwdin charge.
CARTESIAN COORDINATES (ANGSTROEM)
C: -2.830 2.910 1.969  -0.0646
C: -3.993 1.990 1.591  -0.1200
C: -4.846 2.578 0.510  -0.4830
O: -5.132 3.743 0.428  0.1286
O: -5.329 1.662 -0.380  -0.0150
C: -4.851 1.848 -1.717  -0.1654
C: -4.418 0.510 -2.284  -0.1114
C: -3.216 -0.049 -1.559  -0.1469
C: -3.478 -0.921 -0.549  0.0029
C: -2.403 -1.474 0.184  -0.3543
N: -2.445 -2.337 1.207  -0.1913
S: -0.909 -2.621 1.621  1.0430
N: -0.151 -1.696 0.567  -0.2256
C: -1.083 -1.100 -0.161  -0.3148
C: -0.811 -0.164 -1.187  -0.1968
N: 0.541 0.165 -1.405  0.1450
C: -1.852 0.352 -1.898  -0.0893
C: -1.567 1.240 -3.082  -0.0746
C: -1.093 2.712 -2.891  -0.6409
N: -1.349 3.462 -4.140  0.0667
N: 0.340 2.789 -2.643  0.0934
N: -1.843 3.376 -1.829  0.1044
H: -2.417 3.360 1.063  0.0634
H: -3.147 3.726 2.605  0.0604
H: -2.029 2.350 2.443  0.0709
H: -3.651 1.000 1.308  0.0968
H: -4.654 1.874 2.455  0.1305
H: -4.003 2.531 -1.705  0.0968
H: -5.622 2.307 -2.339  0.1173
H: -4.250 0.615 -3.350  0.1103
H: -5.240 -0.192 -2.145  0.1214
H: -4.493 -1.196 -0.302  0.1262
H: 0.718 1.131 -1.170  0.0677
H: 1.117 -0.389 -0.779  0.0528
H: -0.819 0.745 -3.708  0.1226
H: -2.468 1.307 -3.677  0.0897
H: -2.348 3.444 -4.333  0.0707
H: -0.917 2.972 -4.916  0.0678
H: 0.551 2.995 -1.677  0.0692
H: 0.790 1.912 -2.879  0.0346
H: -2.283 4.201 -2.222  0.0847
H: -1.218 3.742 -1.122  0.0728
C: 0.748 -6.351 4.209  -0.1121
C: -0.157 -6.811 5.336  -0.1071
O: -1.187 -5.813 5.323  0.0616
C: -1.229 -5.259 4.089  -0.5864
O: -2.072 -4.518 3.699  0.1169
O: -0.170 -5.662 3.353  0.0408
H: 1.226 -7.158 3.666  0.1120
H: 1.510 -5.648 4.547  0.1379
H: -0.614 -7.782 5.136  0.1319
H: 0.328 -6.832 6.307  0.1313
C: -7.508 4.732 -2.201  -0.1178
C: -7.934 6.156 -1.904  -0.1079
O: -7.499 6.848 -3.081  0.0587
C: -7.408 5.960 -4.098  -0.5776
O: -7.231 6.248 -5.236  0.1623
O: -7.546 4.696 -3.634  0.0531
H: -8.180 3.984 -1.788  0.1357
H: -6.492 4.521 -1.865  0.1113
H: -9.017 6.260 -1.818  0.1311
H: -7.457 6.578 -1.024  0.1335
C: -0.697 2.130 6.036  -0.1116
C: -1.984 1.888 6.804  -0.1131
O: -2.723 3.085 6.538  0.0601
C: -2.263 3.629 5.386  -0.5735
O: -2.781 4.525 4.807  0.1624
O: -1.133 3.000 4.987  0.0485
H: -0.262 1.230 5.611  0.1319
H: 0.053 2.652 6.633  0.1313
H: -2.546 1.037 6.416  0.1332
H: -1.842 1.772 7.874  0.1304
C: 5.271 -1.392 -0.626  -0.1008
C: 3.920 -2.076 -0.537  -0.1020
O: 3.136 -1.090 0.158  0.0417
C: 3.696 0.120 -0.032  -0.5901
O: 3.188 1.157 0.259  0.1471
O: 4.909 -0.002 -0.615  0.0495
H: 5.819 -1.627 -1.533  0.1385
H: 5.904 -1.588 0.241  0.1163
H: 3.476 -2.249 -1.515  0.0992
H: 3.934 -3.001 0.034  0.1311
C: 2.220 -7.792 0.182  -0.1021
C: 3.598 -8.354 -0.118  -0.1070
O: 4.434 -7.588 0.759  0.0649
C: 3.682 -7.130 1.781  -0.5754
O: 4.101 -6.603 2.760  0.1649
O: 2.369 -7.353 1.538  0.0349
H: 1.420 -8.523 0.115  0.1335
H: 1.976 -6.928 -0.438  0.1352
H: 3.686 -9.408 0.148  0.1329
H: 3.915 -8.211 -1.147  0.1328
C: 2.812 1.605 -5.011  -0.1128
C: 4.156 1.156 -5.553  -0.1049
O: 4.542 0.156 -4.602  0.0691
C: 3.430 -0.321 -4.001  -0.5470
O: 3.410 -1.267 -3.281  0.1504
O: 2.356 0.427 -4.328  0.0468
H: 2.098 1.884 -5.780  0.1325
H: 2.902 2.416 -4.287  0.1295
H: 4.076 0.690 -6.536  0.1330
H: 4.903 1.944 -5.582  0.1343
C: 8.000 -0.033 1.936  -0.1150
C: 8.092 1.369 1.363  -0.1068
O: 9.115 1.221 0.372  0.0629
C: 9.172 -0.076 -0.002  -0.5721
O: 9.790 -0.495 -0.923  0.1701
O: 8.413 -0.838 0.826  0.0389
H: 6.995 -0.312 2.241  0.1263
H: 8.691 -0.197 2.764  0.1319
H: 7.168 1.678 0.870  0.1308
H: 8.388 2.120 2.089  0.1316

C34H48O30 | wB97M-V/def2-TZVPD

Properties
Gap between HOMO and LUMO (alpha / beta) ... 9.442 / 1.901 eV
E_tot ... -3581.1558 a.u.
HOMO energy (alpha / beta) ... -12.436 / -12.435 eV
2S+1 ... 2
Charge ... +1
⟨S²⟩ ... 0.76

Each line ends with the Löwdin spin population.
CARTESIAN COORDINATES (ANGSTROEM)
C: 2.369 4.992 -0.947  0.0000
C: 3.135 3.922 -1.652  0.0000
O: 2.166 3.340 -2.533  0.0000
C: 1.083 3.995 -2.584  0.0000
O: 0.166 3.797 -3.391  0.0000
O: 1.212 5.083 -1.725  0.0000
H: 2.815 5.985 -0.895  0.0000
H: 1.920 4.705 0.004  0.0000
H: 3.471 3.195 -0.913  0.0000
H: 4.004 4.343 -2.158  0.0000
C: 1.434 0.649 -4.333  0.0001
C: -0.041 0.657 -3.900  0.0002
O: -0.567 -0.563 -4.442  0.0002
C: 0.455 -1.249 -5.031  0.0000
O: 0.386 -2.319 -5.647  0.0001
O: 1.588 -0.616 -4.769  0.0001
H: 2.130 0.932 -3.543  0.0000
H: 1.615 1.406 -5.095  0.0000
H: -0.629 1.417 -4.414  0.0000
H: -0.025 0.816 -2.821  0.0001
C: 2.428 -4.481 -1.558  0.0001
C: 1.744 -3.321 -2.288  0.0002
O: 2.648 -2.242 -2.213  0.0004
C: 3.802 -2.707 -1.748  0.0000
O: 4.730 -2.048 -1.463  0.0001
O: 3.737 -4.019 -1.470  0.0001
H: 2.376 -5.421 -2.107  0.0000
H: 1.888 -4.536 -0.612  0.0000
H: 0.845 -3.055 -1.733  0.0001
H: 1.449 -3.576 -3.306  0.0001
C: 5.504 2.276 -4.844  0.0000
C: 5.018 0.879 -4.853  0.0000
O: 4.659 0.560 -3.518  0.0000
C: 5.175 1.436 -2.736  0.0000
O: 5.065 1.478 -1.525  0.0000
O: 5.856 2.370 -3.456  0.0000
H: 4.698 2.985 -5.036  0.0000
H: 6.409 2.352 -5.446  0.0000
H: 5.728 0.206 -5.334  0.0000
H: 4.083 0.849 -5.412  0.0000
C: 4.100 -3.912 3.733  0.0000
C: 4.463 -2.652 3.032  0.0000
O: 3.642 -2.703 1.939  0.0001
C: 2.656 -3.690 2.130  0.0000
O: 1.581 -3.758 1.506  0.0000
O: 2.783 -4.238 3.346  0.0000
H: 3.942 -3.496 4.728  0.0000
H: 4.835 -4.708 3.852  0.0000
H: 5.506 -2.840 2.777  0.0000
H: 4.479 -1.723 3.602  0.0000
C: -2.384 -0.255 4.560  0.0027
C: -1.284 -0.804 5.464  0.0007
O: -0.648 0.400 5.945  0.0003
C: -1.505 1.402 5.793  0.0000
O: -1.390 2.431 6.427  0.0012
O: -2.436 1.124 4.893  0.0023
H: -3.354 -0.751 4.590  0.0007
H: -2.087 -0.443 3.529  0.0011
H: -0.483 -1.397 5.024  0.0002
H: -1.605 -1.371 6.337  0.0003
C: -1.970 5.449 1.314  0.0001
C: -1.135 5.019 2.491  0.0005
C: -1.667 3.863 3.285  0.0016
O: -0.503 3.310 3.609  0.0029
C: 0.490 3.605 2.719  0.0001
O: 1.577 3.053 2.581  0.0000
O: 0.108 4.635 1.996  0.0007
H: -3.015 5.424 1.623  0.0000
H: -1.923 4.808 0.435  0.0000
H: -1.799 6.472 0.978  0.0000
H: -0.929 5.817 3.205  0.0003
H: -2.262 3.124 2.749  0.0006
H: -2.253 4.248 4.119  0.0004
C: -2.973 -4.989 -1.330  0.0000
C: -4.384 -5.041 -0.684  0.0004
C: -4.871 -3.624 -0.476  0.0010
O: -6.267 -3.670 -0.671  0.0001
C: -6.524 -4.789 -1.389  0.0000
O: -7.587 -5.087 -1.896  0.0005
O: -5.354 -5.484 -1.559  0.0009
H: -2.516 -5.959 -1.528  0.0000
H: -2.341 -4.398 -0.668  0.0000
H: -2.984 -4.378 -2.233  0.0000
H: -4.529 -5.562 0.262  0.0001
H: -4.432 -2.866 -1.125  0.0000
H: -4.687 -3.126 0.475  0.0006
C: -6.215 -0.399 1.282  0.0414
C: -5.165 0.648 1.643  0.1096
C: -3.838 0.524 1.002  0.1297
O: -3.656 1.802 0.432  0.2605
C: -4.796 2.579 0.481  0.0160
O: -4.950 3.678 -0.090  -0.0370
O: -5.760 1.868 1.185  0.2168
H: -6.473 -0.306 0.227  0.0018
H: -7.085 -0.206 1.910  0.0000
H: -5.818 -1.392 1.494  0.0027
H: -4.894 0.591 2.698  0.0587
H: -3.902 -0.261 0.249  0.0731
H: -2.959 0.275 1.597  0.0273
C: 2.045 1.061 -0.182  0.0014
C: 1.503 -0.317 0.317  0.0010
C: 0.740 -0.261 1.678  0.0010
O: -0.497 -0.794 1.346  0.0072
C: -0.587 -1.022 0.014  0.0030
O: -1.532 -1.524 -0.560  0.0579
O: 0.552 -0.773 -0.577  0.0042
H: 2.555 1.683 0.554  0.0004
H: 1.218 1.705 -0.481  0.0000
H: 2.735 0.984 -1.022  0.0000
H: 2.355 -0.990 0.410  0.0000
H: 0.578 0.788 1.927  0.0001
H: 1.239 -0.883 2.422  0.0006